1.
104
Properties=species:S:1:pos:R:3:mulliken_charge:R:1 method="wB97M-V/def2-TZVPD" orbital_gap_ev=6.105 total_charge=+1 lumo_energy_ev=-4.230
C 0.4258 -4.4218 3.6807 -1.02
H -4.6304 -4.5959 4.7913 0.42
H -3.8839 -4.4295 -2.4833 0.34
H 0.2348 3.5998 2.9785 -0.02
N 2.5726 0.4262 1.0449 -0.07
C -2.9914 -4.9342 -2.8522 -1.78
H -1.8988 1.9006 -2.4465 0.35
C -3.4855 2.6108 -1.1905 -0.75
C -0.7165 -0.5786 -4.3421 -0.21
H 0.2630 -0.4564 -6.2422 0.46
H -2.9719 -4.8717 -3.9398 0.42
H -2.9165 0.9092 2.5657 0.05
H 1.5943 2.4931 -2.4505 0.43
C 1.4477 3.8477 0.2399 -0.61
H 0.4929 -5.0559 4.5551 0.49
H -4.2016 -2.1547 4.7440 0.49
C 2.3815 1.7890 1.1572 0.36
H 0.1971 -0.7747 -3.7979 0.24
C 1.5923 -1.7569 1.9597 1.05
H 3.5682 2.0550 2.9190 0.59
O 0.8155 1.7404 -0.6939 -0.47
C -4.5470 2.2553 -0.3652 -0.77
H -5.6627 0.6286 0.4786 0.50
C -1.6107 -2.4244 0.8150 1.06
C 1.1680 -2.3109 0.6278 0.99
C -1.9949 -0.7396 -2.1439 1.92
C -2.3145 -2.9182 -0.5147 -0.76
H -0.4875 -5.3817 -3.6811 0.50
C -4.0384 -0.0706 -0.7296 0.47
H -3.0557 -5.9815 -2.5589 0.42
C -0.6098 3.1432 3.4867 -1.08
C 3.0674 -1.8178 2.2876 -1.19
C 0.2678 -2.2277 2.5927 1.43
H 2.2036 0.0312 3.0827 0.67
C 1.4514 1.5213 -1.9831 -1.08
H 0.6576 -6.0998 2.2872 0.47
C -4.0397 -4.1580 3.9978 -0.82
C -3.1036 -0.3501 -4.3776 -0.13
C -2.7770 -4.3971 1.9582 -0.30
H -0.3594 -1.3559 2.7872 -0.90
C 2.0747 4.5919 1.2271 -0.88
H -1.8338 -0.1068 -7.5055 0.43
H -2.6554 1.6390 4.1854 0.60
H -3.9957 -0.0568 -6.3011 0.47
C -2.3736 -2.2023 -1.9054 -0.05
C -0.1519 -2.8872 1.2201 1.60
C 0.4255 -5.0442 2.3574 -0.54
C -0.6847 -0.4190 -5.7205 -1.04
C 3.9413 -2.3411 1.2124 -1.00
C -1.0634 1.9138 2.7840 0.47
H 3.3800 -2.0517 3.2983 0.45
H -0.3428 2.8836 4.5145 0.35
C -2.9686 0.2739 -1.5445 -0.34
H 2.4081 1.0213 -1.8386 0.35
C -1.8604 -0.2286 -6.4308 -0.61
H -3.7288 -6.0161 2.9719 0.47
C 0.1099 -4.3768 1.2493 -1.00
H 1.9839 5.6691 1.2394 0.43
H -3.4104 -2.3182 -2.2477 0.29
H 0.7758 0.8990 -2.5589 0.09
H 0.8201 4.3156 -0.5087 0.49
C -3.7954 -2.7964 3.9720 -0.79
C 2.1066 -2.8543 -0.3582 -0.21
C -2.7112 1.6269 -1.7821 -0.37
C -3.0329 -2.2435 2.9509 -0.43
H -2.8713 -1.1832 2.9259 -0.31
C 2.9562 2.5533 2.1778 -0.05
H -1.4518 3.8368 3.5531 0.41
C 0.3308 -3.1015 3.8006 -1.17
H 1.7652 -3.6112 -1.0517 0.17
O -0.4777 1.5879 1.7498 -0.33
C -2.1877 1.1281 3.3483 -0.86
H -3.3600 -3.0109 -0.2040 1.09
O 1.4395 -1.5865 -0.5694 -0.53
C 1.5952 2.4761 0.2269 0.26
H 2.2715 0.0160 0.1751 0.11
H 3.2860 4.4954 2.9952 0.41
O -1.5300 -2.9955 -2.7123 -0.25
H 0.4030 -4.5659 -2.3861 0.26
H 0.0995 -4.8883 0.2998 0.11
C -0.4947 -5.1351 -2.6204 -1.69
O -1.7534 -1.0149 0.9841 0.00
H -4.0536 -0.3095 -3.8567 0.41
H -1.7777 0.1762 3.6910 0.20
H -3.2764 3.6542 -1.3887 0.51
H 0.3108 -2.6292 4.7759 0.49
H -2.4112 -5.0388 1.1722 0.43
O -1.8269 -4.2054 -0.8587 -0.39
H 5.0013 -2.3675 1.4371 0.48
C 2.3589 -0.4793 2.1387 -1.33
H 4.2701 -3.1901 -0.6681 0.49
C -4.8261 0.9154 -0.1458 -0.91
O -0.6812 -0.5322 -1.6400 0.15
C -3.5326 -4.9516 2.9787 -0.97
Au -0.6128 0.3016 0.0943 2.58
H -0.4989 -6.0625 -2.0484 0.34
C -3.0724 -0.2015 -5.7557 -1.10
C -2.4959 -3.0296 1.9417 0.70
C -1.9258 -0.5338 -3.6619 -0.09
H -5.1659 3.0210 0.0845 0.44
C 2.8055 3.9293 2.2079 -0.94
C 3.5373 -2.7976 0.0256 -1.25
H -4.2680 -1.1074 -0.5249 0.28
C -1.7207 -4.3217 -2.2796 1.45

---

2.
104
Properties=species:S:1:pos:R:3:mulliken_charge:R:1 method="wB97M-V/def2-TZVPD" orbital_gap_ev=4.491 total_charge=+1 lumo_energy_ev=-5.460
H -3.1007 0.6437 -1.5988 0.63
C 0.6860 -0.4919 -4.4444 -1.08
O 0.1038 1.5638 -1.0320 -1.08
H -1.1654 4.0640 3.2698 0.35
H -2.0946 5.2336 2.3038 0.38
H -0.7469 3.2470 -2.4057 0.34
C -2.8615 -3.3342 -1.4838 -0.90
C -0.2936 2.6717 1.0746 -0.04
C 3.9322 1.6841 1.6406 -0.89
H 0.4561 -5.4672 -2.4430 0.47
C -3.4247 -1.2349 -2.7277 -1.51
H 1.9021 4.8624 0.5501 0.36
Au 1.1331 -0.0680 -0.8811 2.87
C -2.0375 -2.5367 -0.5129 0.54
C -2.0159 -1.0495 -0.6448 1.09
H -3.7168 0.6475 0.8182 -0.02
H -4.0824 4.3118 1.0112 0.49
H 5.6241 -1.8588 0.2898 0.44
C -2.7357 -0.3670 -1.7426 -0.22
C 2.3836 -5.0996 -3.3142 -0.79
H -2.6185 -0.6670 5.8909 0.46
C 2.5789 1.9380 1.4526 -0.23
O 2.9396 -1.2240 -1.0440 -0.68
C -1.8076 -0.9222 5.2182 -1.08
C 3.2466 -4.1729 -3.8893 -0.87
C -3.0087 -3.1054 1.8355 -1.37
C 2.0937 2.2316 0.1804 -0.66
C -1.9645 -2.4072 1.0194 0.59
C 0.7281 -3.3823 -2.8976 0.92
H 1.3449 -0.5184 -5.3102 0.39
C 1.6454 -2.4521 -3.4255 0.20
O -1.2705 -0.4543 -1.6661 -0.24
C -4.3929 -1.1073 1.7192 -0.83
C 0.2317 -2.0847 4.7676 -0.91
N -0.5240 -2.9411 -2.5240 0.35
C 4.9911 -2.2406 -0.5179 -1.56
H 5.8744 1.5385 0.7253 0.49
C -1.7964 -0.3845 3.9384 -0.58
H 4.2040 -4.4830 -4.2901 0.46
C 0.2454 -1.5484 3.4843 -0.37
H -3.8726 2.7441 0.2136 0.32
O -1.4847 3.2909 0.6281 -0.28
C -2.1175 4.2441 2.7648 -1.70
H 1.0443 -1.7992 2.8178 0.01
C 2.8670 -2.8403 -3.9359 -0.23
C -2.0520 -0.8190 0.8921 1.40
H 4.2985 1.4747 2.6396 0.50
H 0.4609 7.3577 -2.6170 0.43
C -0.8282 1.4890 1.9508 -0.93
C -0.2178 5.3200 -2.6462 -0.88
H -0.8128 5.4481 -3.5435 0.46
H -2.9086 4.2177 3.5159 0.42
C -2.3934 3.1938 1.7009 1.49
H -4.9078 -3.0158 2.7151 0.47
H 1.0327 -2.7437 5.0828 0.47
C 0.4937 6.3922 -2.1263 -0.61
H 0.4585 0.5382 -4.1787 0.13
H 1.8085 7.0560 -0.5610 0.46
H 3.5338 -2.0839 -4.3387 0.48
C -0.1787 4.0826 -2.0141 -0.46
C -3.4563 -0.3380 1.1794 -0.46
H 1.9139 1.8997 2.3071 0.19
H 5.3080 -1.8301 -1.4742 0.31
H -0.8197 -2.1970 6.6383 0.40
H -0.6546 -1.9591 -2.6523 -0.14
C 1.2973 4.9859 -0.3446 -0.19
C -0.7718 -0.7023 3.0490 0.66
H -3.9233 -0.7526 -3.5633 0.50
H 5.0920 -3.3315 -0.5214 0.40
H 0.2320 3.3535 1.7511 0.32
H 2.4718 -1.5169 1.5184 -0.32
C 4.3430 1.9968 -0.7106 -0.80
H -0.9843 -4.4114 -1.0393 0.53
O -2.1572 1.8928 2.2293 -0.33
C -0.8005 -1.7771 5.6396 -0.86
C 2.9923 2.2574 -0.9017 0.04
H -0.2504 1.5450 2.8763 0.76
H -5.3939 -0.7067 1.8426 0.47
H -4.0582 -3.1372 -3.3121 0.44
C 2.9395 -2.3689 1.0301 -0.32
C 4.8163 1.7123 0.5635 -0.67
C 1.2485 6.2236 -0.9717 -1.03
O 0.4337 -0.4230 1.0120 -0.43
H 5.0247 2.0408 -1.5529 0.49
H -4.4881 2.8226 1.8875 0.36
C 1.1378 -4.7185 -2.8309 -0.63
H -3.4152 -4.1923 -1.1195 0.46
H -0.9668 -2.7024 1.3413 0.46
H -2.8170 -4.1291 2.1440 0.52
C -3.8008 3.2694 1.1673 -1.80
C -0.8024 -0.0719 1.6106 1.10
C 3.5767 -1.8898 -0.2185 0.85
H -2.5870 0.2901 3.6394 0.62
C 0.6168 2.5514 -0.1399 2.85
H 2.6711 -6.1442 -3.2690 0.42
C -3.4977 -2.5617 -2.5824 -0.81
H 3.6451 -2.8570 1.6968 0.48
C -4.1404 -2.4956 2.1518 -0.94
H 2.6263 2.5424 -1.8858 0.46
C -1.3434 -3.4779 -1.4541 -1.46
H 2.1409 -3.0676 0.7559 0.26
C 0.5818 3.9127 -0.8629 -0.38
H -0.2356 -1.0286 -4.6687 0.37
O 1.3454 -1.0898 -3.3098 -0.01

---

Going by the computed energies, the most stable comes first: 1, 2.